Computed, not measured: C3H4N2O3 in the gas phase in a non-equilibrium geometry, with ωB97M-V with the def2-TZVPD basis set.

The value obtained for the energy relative to the best compared isomer or geometry (same formula, charge and spin) is 9.044 eV. As for the HOMO energy: -9.4 eV. The value obtained for the lowest unoccupied orbital energy is -0.74 eV. The orbital gap comes out at 8.6 eV.

```
! RIJCOSX wB97M-V def2-TZVPD def2/J DEFGRID3
* xyz 0 1
C -0.787 1.174 0.115
C -1.421 0.187 -0.497
C 0.691 -0.225 0.954
N -1.154 -1.160 -0.201
N 1.602 0.008 -0.100
O 2.431 0.899 0.096
O 1.510 -0.725 -1.073
O -0.098 -1.276 0.811
H -0.324 2.079 0.125
H -2.338 0.492 -1.135
H 0.753 0.373 1.807
H -0.866 -1.827 -0.903
*
```

Computed, not measured: 2 unconnected molecules or ions with the total composition C2H5B in a non-equilibrium geometry, with ωB97M-V with the def2-TZVPD basis set.

The value obtained for the energy relative to the best compared isomer or geometry (same formula, charge and spin) is 3.387 eV. As for the HOMO energy: -9.0 eV. The value obtained for the lowest unoccupied orbital energy is -0.11 eV. The orbital gap comes out at 8.9 eV.

```
! RIJCOSX wB97M-V def2-TZVPD def2/J DEFGRID3
* xyz 0 1
B -0.836 -0.038 -0.751
C 0.145 -0.825 0.150
C 0.166 0.666 0.330
H -1.836 0.476 -1.182
H 0.079 -1.568 1.064
H 1.478 -1.053 -0.836
H 1.003 1.264 0.011
H -0.200 1.077 1.214
*
```

Computed, not measured: 5 unconnected molecules or ions with the total composition C34H36IN5O11PS, with ωB97M-V with the def2-TZVPD basis set.

As for the HOMO energy: -11.5 eV. The value obtained for the lowest unoccupied orbital energy is -4.27 eV. The orbital gap comes out at 7.2 eV.

```
! RIJCOSX wB97M-V def2-TZVPD def2/J DEFGRID3
* xyz 1 1
C 2.366 1.028 3.196
C 1.547 1.571 2.036
I 1.771 3.715 1.938
C 1.996 1.004 0.694
C 1.729 -0.476 0.562
C 2.801 -1.351 0.530
P 4.601 -0.863 0.666
O 4.787 -0.114 -0.768
O 5.181 -2.376 0.345
N 2.563 -2.670 0.473
C 1.338 -3.191 0.433
C 0.215 -2.387 0.405
C -1.113 -3.104 0.329
C -2.102 -2.645 -0.755
O -3.250 -1.974 -0.245
C 0.432 -1.006 0.458
S -0.953 0.104 0.448
H 2.040 1.490 4.123
H 2.182 -0.047 3.289
H 3.429 1.211 3.058
H 0.492 1.426 2.228
H 3.067 1.191 0.623
H 1.546 1.520 -0.154
H 4.183 -0.404 -1.466
H 5.481 -2.453 -0.572
H 3.369 -3.293 0.461
H 1.257 -4.267 0.399
H -1.586 -3.135 1.312
H -0.862 -4.140 0.102
H -1.610 -2.020 -1.494
H -2.509 -3.540 -1.220
H -3.045 -1.571 0.604
H -0.981 0.407 -0.857
C 0.348 1.682 -6.929
C -0.671 0.744 -6.826
C -0.740 -0.089 -5.722
C 0.225 0.042 -4.738
C 1.251 0.967 -4.820
C 1.308 1.792 -5.930
N 0.145 -0.828 -3.562
O -0.755 -1.642 -3.511
O 0.979 -0.692 -2.676
H 0.395 2.331 -7.792
H -1.415 0.661 -7.605
H -1.527 -0.823 -5.629
H 1.988 1.043 -4.035
H 2.100 2.522 -6.016
C -4.044 -3.404 -3.759
C -5.232 -3.102 -3.107
C -6.386 -3.809 -3.408
C -6.319 -4.808 -4.362
C -5.148 -5.122 -5.026
C -4.001 -4.409 -4.717
N -7.542 -5.573 -4.678
O -8.560 -5.266 -4.095
O -7.448 -6.463 -5.498
H -3.145 -2.851 -3.519
H -5.258 -2.322 -2.358
H -7.320 -3.592 -2.913
H -5.137 -5.908 -5.766
H -3.074 -4.641 -5.223
C 4.227 -3.543 5.911
C 3.909 -3.446 4.562
C 2.674 -2.953 4.177
C 1.778 -2.562 5.156
C 2.072 -2.652 6.503
C 3.310 -3.150 6.877
N 0.474 -2.014 4.752
O 0.219 -1.952 3.556
O -0.275 -1.640 5.621
H 5.193 -3.927 6.210
H 4.626 -3.755 3.813
H 2.402 -2.870 3.136
H 1.351 -2.339 7.243
H 3.560 -3.229 7.926
C 0.857 7.400 2.255
C 0.163 8.083 1.266
C -0.515 9.251 1.575
C -0.478 9.709 2.879
C 0.204 9.044 3.880
C 0.877 7.876 3.559
N -1.190 10.959 3.212
O -1.796 11.513 2.319
O -1.119 11.355 4.357
H 1.385 6.487 2.009
H 0.150 7.708 0.252
H -1.061 9.798 0.822
H 0.207 9.433 4.887
H 1.417 7.340 4.327
*
```

Computed, not measured: a molecular structure, C3FGdO3 in a non-equilibrium geometry, with ωB97M-V with the def2-TZVPD basis set.

The value obtained for the energy relative to the best compared isomer or geometry (same formula, charge and spin) is 0.000 eV. As for the HOMO energy (spin up / spin down): -12.3 / -12.3 eV. Its expectation value of S² is 20.027. The value obtained for the lowest unoccupied orbital energy (spin up / spin down) is -5.63 / -6.34 eV. The orbital gap (spin up / spin down) comes out at 6.6 / 5.9 eV.

```
! RIJCOSX wB97M-V def2-TZVPD def2/J DEFGRID3
* xyz 1 9
C -2.242 0.551 0.052
C -1.046 0.516 -0.046
O 0.242 0.485 -0.131
F -3.525 0.539 0.181
O 0.573 -2.115 -0.021
C 1.201 -1.119 -0.105
O 2.330 -0.662 -0.016
Gd 2.468 1.805 0.087
*
```

Computed, not measured: a molecular structure, C29H46BInN14 in a non-equilibrium geometry, with ωB97M-V with the def2-TZVPD basis set.

The value obtained for the energy relative to the best compared isomer or geometry (same formula, charge and spin) is 0.411 eV. As for the HOMO energy (spin up / spin down): -10.1 / -11.1 eV. Its expectation value of S² is 0.754. The value obtained for the lowest unoccupied orbital energy (spin up / spin down) is -1.64 / -2.15 eV. The orbital gap (spin up / spin down) comes out at 8.4 / 9.0 eV.

```
! RIJCOSX wB97M-V def2-TZVPD def2/J DEFGRID3
* xyz 1 2
In 8.569 10.760 11.245
C 5.340 13.255 13.933
C 5.922 12.862 12.754
N 6.829 11.902 12.881
N 6.749 11.608 14.218
C 5.968 12.447 14.896
B 7.893 10.763 14.713
N 7.958 9.440 13.972
C 7.926 8.215 14.534
C 7.775 7.288 13.560
C 7.766 7.989 12.382
N 7.850 9.291 12.648
N 9.173 11.540 14.523
C 9.945 12.274 15.361
C 11.076 12.694 14.701
C 10.920 12.138 13.444
N 9.775 11.455 13.309
N 7.664 10.425 16.212
C 6.531 10.169 16.959
C 6.908 9.633 18.140
C 8.284 9.556 18.039
N 8.767 10.045 16.882
H 4.472 13.952 14.081
H 5.796 13.347 11.821
H 5.810 12.402 15.962
H 7.882 8.187 15.610
H 7.582 6.214 13.606
H 7.593 7.695 11.374
H 9.653 12.485 16.397
H 11.790 13.381 15.034
H 11.535 12.190 12.583
H 5.526 10.463 16.700
H 6.308 9.261 18.936
H 9.016 9.220 18.778
C 6.748 13.879 7.459
N 6.853 14.268 8.842
C 7.250 15.691 9.007
C 7.987 15.735 10.273
N 8.313 14.374 10.519
C 9.136 14.044 11.648
C 7.508 13.516 9.841
N 7.440 12.229 9.984
C 6.240 11.565 9.391
C 6.030 10.171 9.957
N 7.203 9.376 9.752
C 7.168 8.446 8.807
N 6.028 8.143 8.042
C 5.434 9.102 7.138
C 6.358 6.886 7.298
C 7.883 6.707 7.384
N 8.206 7.607 8.518
C 9.476 7.496 9.186
H 6.940 14.813 6.868
H 5.735 13.590 7.169
H 7.475 13.126 7.098
H 6.329 16.280 9.021
H 7.854 16.095 8.200
H 7.401 16.213 11.063
H 8.915 16.247 10.230
H 9.878 14.839 11.765
H 9.770 13.196 11.340
H 8.618 13.831 12.562
H 6.330 11.456 8.274
H 5.334 12.170 9.575
H 5.109 9.790 9.471
H 5.768 10.266 10.999
H 6.181 9.523 6.437
H 4.938 9.952 7.636
H 4.654 8.594 6.563
H 5.936 6.955 6.267
H 5.891 6.032 7.819
H 8.395 7.035 6.470
H 8.207 5.734 7.624
H 10.192 7.225 8.399
H 9.455 6.727 9.939
H 9.798 8.501 9.574
C 9.727 10.889 7.970
C 10.929 11.035 8.918
C 11.309 12.555 8.897
C 12.108 10.150 8.441
C 10.497 10.735 10.342
H 10.033 11.246 6.999
H 8.946 11.510 8.338
H 9.361 9.856 7.950
H 11.272 12.875 7.857
H 12.303 12.753 9.260
H 10.543 13.115 9.508
H 12.222 10.429 7.363
H 11.851 9.101 8.590
H 13.004 10.425 8.973
H 11.381 10.754 10.931
*
```

Computed, not measured: 10 unconnected molecules or ions with the total composition C40H80O10 in a non-equilibrium geometry, with ωB97M-V with the def2-TZVPD basis set.

As for the structure (SMILES): C1CCOC1.C1CCOC1.C1CCOC1.C1CCOC1.C1CCOC1.C1CCOC1.C1CCOC1.C1CCOC1.C1CCOC1.C1CCOC1. The value obtained for the energy relative to the best compared isomer or geometry (same formula, charge and spin) is 20.307 eV. As for the HOMO energy: -9.1 eV. The value obtained for the lowest unoccupied orbital energy is 0.45 eV. The orbital gap comes out at 9.5 eV.

```
! RIJCOSX wB97M-V def2-TZVPD def2/J DEFGRID3
* xyz 0 1
C 0.519 -2.676 -2.541
C 0.433 -2.501 -4.072
C -0.851 -1.576 -4.200
O -1.297 -1.402 -2.878
C -0.945 -2.515 -2.131
H 1.280 -1.957 -2.097
H 0.723 -3.645 -2.415
H 0.427 -3.376 -4.504
H 1.017 -2.032 -4.569
H -1.619 -2.085 -4.744
H -0.789 -0.570 -4.608
H -1.299 -3.553 -2.582
H -1.302 -2.386 -1.150
C 1.310 4.585 0.357
C 1.306 5.564 1.538
C 2.691 6.254 1.415
O 3.401 5.718 0.283
C 2.801 4.436 0.107
H 0.957 5.199 -0.559
H 0.756 3.740 0.509
H 1.355 5.214 2.332
H 0.602 6.490 1.418
H 3.448 6.147 2.316
H 2.811 7.435 1.652
H 3.175 3.584 0.783
H 2.747 3.995 -0.831
C 3.821 0.397 3.813
C 5.171 0.981 3.627
C 5.447 0.918 2.145
O 4.232 0.388 1.600
C 3.187 0.670 2.566
H 3.361 0.796 4.616
H 3.792 -0.622 3.653
H 5.883 0.387 4.522
H 4.993 2.037 4.153
H 6.256 0.151 1.832
H 5.781 1.918 1.613
H 2.357 0.217 2.442
H 2.771 1.742 2.412
C 0.616 3.508 -3.360
C -0.368 2.443 -3.848
C -1.728 3.021 -3.313
O -1.609 4.432 -3.195
C -0.244 4.623 -2.801
H 0.994 3.843 -4.270
H 1.303 3.002 -2.612
H -0.438 1.482 -3.447
H -0.602 2.195 -4.834
H -1.992 2.435 -2.391
H -2.502 2.778 -4.040
H -0.159 4.882 -1.686
H 0.189 5.607 -3.230
C -0.247 -2.572 4.629
C 0.416 -1.567 3.931
C 0.043 -0.303 4.627
O -1.042 -0.545 5.351
C -0.888 -1.875 5.798
H 0.334 -3.399 4.913
H -1.010 -3.102 3.810
H 0.031 -1.403 2.905
H 1.417 -1.513 3.632
H -0.151 0.526 3.863
H 0.954 -0.231 5.188
H -1.853 -2.255 6.148
H -0.105 -1.753 6.576
C -5.313 -3.164 2.507
C -3.909 -2.969 3.080
C -3.676 -1.534 2.688
O -4.930 -1.098 2.076
C -5.436 -2.151 1.555
H -6.048 -3.190 3.254
H -5.335 -4.092 2.118
H -3.189 -3.749 2.914
H -3.973 -3.256 4.201
H -2.949 -1.450 1.994
H -3.408 -0.878 3.558
H -5.036 -2.446 0.644
H -6.627 -2.177 1.355
C 5.546 -0.088 -2.470
C 4.828 0.429 -1.270
C 3.365 0.606 -1.770
O 3.600 1.012 -3.137
C 4.667 0.167 -3.655
H 5.790 -1.172 -2.495
H 6.351 0.489 -2.548
H 5.227 1.402 -1.202
H 4.871 -0.045 -0.264
H 2.731 1.140 -1.146
H 2.872 -0.217 -1.570
H 5.007 0.866 -4.554
H 4.330 -0.797 -3.935
C -5.298 0.945 -2.492
C -5.846 1.093 -1.130
C -7.080 0.026 -1.300
O -6.511 -1.037 -2.110
C -5.652 -0.469 -2.996
H -4.238 0.956 -2.374
H -5.698 1.701 -3.156
H -6.023 2.083 -0.851
H -5.190 0.735 -0.315
H -7.981 0.623 -1.674
H -7.331 -0.571 -0.457
H -5.950 -0.465 -4.000
H -4.747 -0.921 -3.060
C -1.410 0.983 -0.962
C -0.004 1.159 -1.359
C 0.806 0.757 -0.135
O -0.084 1.024 0.977
C -1.346 0.544 0.466
H -1.876 0.146 -1.434
H -2.161 1.913 -0.989
H -0.003 2.373 -1.491
H 0.195 0.621 -2.203
H 1.829 1.300 -0.056
H 0.965 -0.177 -0.250
H -2.196 0.895 1.025
H -1.308 -0.551 0.624
C 0.733 -5.563 -0.339
C 2.044 -4.852 0.281
C 1.550 -3.582 0.786
O 0.259 -3.284 0.120
C -0.373 -4.548 0.190
H 0.643 -6.495 -0.178
H 0.633 -5.277 -1.332
H 2.866 -4.837 -0.372
H 2.209 -5.339 1.217
H 2.087 -2.620 0.548
H 1.401 -3.413 1.885
H -1.111 -4.892 -0.356
H -0.226 -4.966 1.153
*
```

Computed, not measured: a molecular structure, C27H35BaF2N8O4S3, with ωB97M-V with the def2-TZVPD basis set.

The value obtained for the energy relative to the best compared isomer or geometry (same formula, charge and spin) is 0.207 eV. As for the HOMO energy: -3.7 eV. The value obtained for the lowest unoccupied orbital energy is 2.16 eV. The orbital gap comes out at 5.9 eV.

```
! RIJCOSX wB97M-V def2-TZVPD def2/J DEFGRID3
* xyz -1 1
Ba -0.013 -0.741 -0.600
N -0.280 0.220 6.732
C -0.631 0.602 5.432
C -1.783 1.358 5.206
C -2.160 1.693 3.919
C -1.384 1.288 2.844
C -0.232 0.545 3.057
C 0.138 0.197 4.343
S -1.879 1.691 1.194
O -2.852 2.752 1.277
O -0.647 1.975 0.463
N -2.414 0.372 0.485
C -3.316 -0.476 1.017
N -3.556 -1.565 0.245
C -4.251 -2.549 0.785
C -4.795 -2.472 2.058
C -4.604 -1.268 2.714
N -3.889 -0.270 2.218
H -0.591 0.856 7.449
H 0.694 -0.015 6.841
H -2.389 1.672 6.049
H -3.059 2.262 3.731
H 0.428 0.266 2.241
H 1.043 -0.381 4.497
H -4.376 -3.435 0.169
H -5.350 -3.287 2.497
H -5.046 -1.092 3.691
C -2.254 1.900 -2.476
O -1.260 0.958 -2.854
C -0.245 1.520 -3.668
C 0.815 2.213 -2.831
O 1.553 1.276 -2.074
C 2.747 0.836 -2.691
H -2.739 2.309 -3.371
H -1.839 2.714 -1.876
H -2.979 1.368 -1.868
H -0.684 2.221 -4.390
H 0.200 0.690 -4.223
H 0.341 2.887 -2.113
H 1.484 2.804 -3.469
H 3.395 1.694 -2.911
H 2.550 0.285 -3.618
H 3.245 0.181 -1.980
N -3.364 -1.411 -2.682
C -2.323 -1.832 -3.430
N -1.138 -2.073 -2.951
C -0.278 -2.497 -3.943
C -0.789 -2.537 -5.195
S -2.455 -2.063 -5.156
C 1.067 -2.921 -3.534
C 1.750 -3.962 -4.060
S 3.216 -4.194 -3.171
C 2.778 -2.858 -2.133
N 1.653 -2.281 -2.463
N 3.584 -2.445 -1.136
H -3.306 -1.503 -1.658
H -4.281 -1.408 -3.090
H -0.295 -2.810 -6.112
H 1.433 -4.644 -4.829
H 4.219 -3.128 -0.759
H 3.174 -1.781 -0.438
F 0.726 -4.125 -0.121
C -0.341 -3.386 0.509
F -1.510 -3.967 -0.113
H -0.373 -3.859 1.506
C 2.690 3.175 0.314
C 3.250 2.176 1.336
C 4.783 2.265 1.348
C 2.715 2.540 2.727
C 2.848 0.803 0.970
C 2.540 -0.348 0.674
H 2.971 4.195 0.596
H 1.603 3.104 0.273
H 3.085 2.965 -0.682
H 5.104 3.280 1.599
H 5.185 2.002 0.368
H 5.201 1.573 2.081
H 3.068 3.534 3.019
H 3.050 1.815 3.471
H 1.625 2.550 2.728
*
```

Computed, not measured: C8H6BrF2N3O in the gas phase in a non-equilibrium geometry, with ωB97M-V with the def2-TZVPD basis set.

As for the structure (SMILES): COC(F)(F)c1nnc2ccc(Br)cn12. As for the HOMO energy: -8.8 eV. The value obtained for the lowest unoccupied orbital energy is -0.05 eV. The orbital gap comes out at 8.8 eV.

```
! RIJCOSX wB97M-V def2-TZVPD def2/J DEFGRID3
* xyz 0 1
C 3.151 -1.471 0.148
O 2.314 -0.333 0.289
C 1.072 -0.612 0.048
F 0.787 -1.121 -1.179
F 0.482 -1.562 0.872
C 0.048 0.865 0.115
N 0.548 2.046 0.146
N -0.498 2.905 0.082
C -1.622 2.180 -0.036
C -2.997 2.535 0.062
C -3.908 1.529 -0.171
C -3.484 0.174 -0.102
Br -4.801 -1.201 0.034
C -2.200 -0.149 0.096
N -1.285 0.837 -0.066
H 4.179 -1.144 0.405
H 3.267 -1.694 -0.836
H 2.593 -2.351 0.807
H -3.379 3.578 0.229
H -4.882 1.878 -0.183
H -1.975 -1.116 0.348
*
```

Number 1: total energy -451.6474 hartree. Number 2: total energy -103.8679 hartree. Number 3: total energy -3455.3180 hartree. Number 4: total energy -1205.1849 hartree. Number 5: total energy -2114.0363 hartree. Number 6: total energy -2323.5811 hartree. Number 7: total energy -3208.7287 hartree. Number 8: total energy -3321.6160 hartree.